DFT (ωB97M-V/def2-TZVPD) results for a structure of composition C33H26FN7O5PtS3.

HOMO energy = -7.329 eV
multiplicity = 1
gap between HOMO and LUMO = 0.2574 hartree

XYZ file:
```
76
C33H26FN7O5PtS3 (ωB97M-V/def2-TZVPD)
Pt -1.03 0.63 -1.81
N -4.14 -1.76 -0.67
C -3.29 -2.86 -0.80
C -3.46 -4.20 -0.51
C -2.38 -5.03 -0.76
C -1.18 -4.53 -1.31
C -1.03 -3.19 -1.61
C -2.10 -2.35 -1.33
N -2.25 -0.99 -1.52
C -3.46 -0.68 -1.11
C -3.83 0.72 -1.12
C -5.01 1.38 -1.08
S -4.75 3.06 -1.24
C -3.08 2.81 -1.38
N -2.73 1.55 -1.30
H -5.06 -1.75 -0.26
H -4.38 -4.59 -0.09
H -2.46 -6.08 -0.54
H -0.37 -5.21 -1.50
H -0.12 -2.78 -2.03
H -6.00 0.96 -0.98
H -2.36 3.61 -1.50
C 5.82 -1.83 0.32
C 4.89 -1.91 1.52
C 5.14 -3.18 2.33
C 4.33 -3.13 3.62
C 2.88 -2.82 3.32
C 1.90 -3.16 4.23
C 0.57 -2.89 3.94
F -0.37 -3.23 4.85
C 0.18 -2.30 2.77
C 1.16 -1.96 1.83
C 0.71 -1.34 0.55
O -0.48 -1.06 0.42
C 1.76 -1.17 -0.42
C 3.05 -1.40 -0.04
N 3.46 -1.86 1.16
C 2.51 -2.21 2.11
C 1.66 -0.68 -1.86
O 2.68 -0.61 -2.52
O 0.48 -0.50 -2.41
H 6.85 -1.92 0.68
H 5.74 -0.88 -0.20
H 5.63 -2.64 -0.38
H 5.09 -1.05 2.17
H 6.20 -3.27 2.55
H 4.85 -4.05 1.73
H 4.74 -2.36 4.27
H 4.39 -4.08 4.16
H 2.15 -3.64 5.16
H -0.85 -2.10 2.54
H 3.81 -1.18 -0.77
N -3.41 5.17 2.41
C -2.40 4.66 1.60
C -1.98 3.34 1.75
C -0.95 2.84 0.98
C -0.31 3.66 0.06
C -0.71 4.98 -0.09
C -1.75 5.48 0.68
S 0.89 2.96 -1.02
O 1.71 4.02 -1.54
O 1.49 1.87 -0.32
N -0.04 2.36 -2.21
C -0.34 3.07 -3.35
S 0.61 4.40 -3.97
C -0.50 4.55 -5.28
C -1.47 3.62 -5.16
N -1.39 2.79 -4.07
H -4.03 4.51 2.84
H -3.86 6.01 2.09
H -2.47 2.70 2.48
H -0.62 1.81 1.09
H -0.20 5.62 -0.81
H -2.05 6.52 0.57
H -0.37 5.29 -6.05
H -2.29 3.49 -5.86
```